1.
C14H20N4NiO7Se | ωB97M-V with the def2-TZVPD basis set

- Orbital gap (spin up / spin down): 7.87 / 8.60 eV
- 2S+1: 3
- Expectation value of S²: 2.007
- HOMO level (spin up / spin down): -7.49 / -8.27 eV

```
47
Properties=species:S:1:pos:R:3:forces:R:3
Ni 0.119367 -0.602944 0.396905 0.21 0.16 0.03
C 2.906348 0.543826 -2.134388 0.07 -0.04 0.13
C 3.076703 0.412423 -0.659393 -0.13 0.04 -0.05
N 2.105222 0.232232 0.213329 0.07 -0.34 0.15
C 2.696374 0.118257 1.453638 -0.26 -0.01 -0.16
C 4.045275 0.253178 1.324779 0.07 0.04 0.11
N 4.259693 0.432798 -0.015673 0.17 0.05 -0.13
C 5.213215 0.237401 2.246412 0.03 0.08 -0.31
O 4.957887 0.218031 3.529229 -0.48 -0.10 0.30
O 6.329448 0.269744 1.777542 -0.06 0.03 0.04
C 1.850022 -0.247403 2.629249 -0.07 -0.06 0.25
O 2.327595 -0.134188 3.770566 0.17 -0.04 -0.27
O 0.686883 -0.672008 2.338481 0.09 0.32 0.04
H 1.845640 0.516470 -2.364739 -0.05 0.01 -0.03
H 3.392288 -0.283546 -2.654069 0.00 0.02 0.02
H 3.326603 1.478804 -2.505744 0.00 0.00 0.02
H 5.183698 0.538062 -0.404097 0.05 0.02 -0.03
H 3.959896 0.144259 3.709781 0.21 -0.03 -0.07
C -1.577297 2.258433 0.205497 0.13 -0.16 0.12
O -0.396612 1.528753 0.585229 -0.19 0.17 -0.15
H -1.328091 3.295670 -0.013462 0.06 0.04 0.01
H -2.334187 2.220512 0.988103 -0.01 -0.04 0.06
H -1.969027 1.780332 -0.685147 0.01 -0.07 -0.04
H -0.070125 1.839877 1.435152 -0.05 0.01 0.07
C -4.098767 -0.959134 0.797163 0.12 -0.15 0.02
O -2.737305 -1.226796 1.162905 0.03 -0.06 0.09
C -1.807268 -1.020430 0.181550 -0.29 0.50 -0.19
O -2.207046 -0.706702 -0.931766 0.07 -0.15 -0.07
H -4.665881 -0.985306 1.721861 -0.03 -0.01 0.05
H -4.474567 -1.710734 0.104380 0.00 -0.01 -0.03
H -4.182762 0.015700 0.322415 -0.02 0.05 -0.01
C 0.438863 -5.175632 -2.507548 -0.11 0.00 0.14
N -0.061543 -5.090613 -1.139640 0.07 -0.20 -0.31
C -0.835186 -6.043541 -0.495121 0.09 0.07 -0.33
C -1.066023 -5.579666 0.744637 0.08 0.27 0.24
N -0.425201 -4.355258 0.848166 -0.10 0.03 0.38
C -0.379102 -3.526933 2.056003 0.06 -0.21 -0.01
C 0.189664 -4.058711 -0.308899 -0.31 -0.16 0.01
Se 1.213098 -2.565139 -0.712548 0.19 -0.24 -0.03
H 0.089936 -6.107417 -2.946038 -0.01 0.02 0.03
H 1.525251 -5.150837 -2.510703 0.05 -0.03 0.04
H 0.076459 -4.330676 -3.088164 -0.05 0.02 0.01
H -1.162741 -6.950150 -0.978098 0.09 0.12 0.02
H -1.616684 -6.011505 1.564710 0.06 0.11 -0.08
H -0.710138 -4.133624 2.894953 0.00 -0.03 -0.01
H -1.014067 -2.656723 1.954478 -0.12 0.04 -0.02
H 0.636493 -3.184848 2.226326 0.07 -0.04 -0.02
```
Forces are in eV/Å.

=====

2.
C34H55I3N6NbO3 | ωB97M-V with the def2-TZVPD basis set

- Orbital gap: 6.56 eV
- 2S+1: 1
- Net charge: -1
- HOMO level: -5.29 eV

```
102
Properties=species:S:1:pos:R:3:forces:R:3
C 5.102422 -2.182671 -0.241306 -0.43 -0.17 -1.43
C 4.763571 -0.852904 -1.123153 1.26 -1.19 -0.58
C 3.261400 -0.933480 -1.718251 1.80 -1.03 0.18
I 3.538930 -0.382482 -3.864449 -0.09 -0.34 0.33
Nb 1.669537 0.294135 -0.642170 -0.35 -0.20 -0.88
I 3.181227 0.109442 1.796046 -0.05 -0.08 -0.25
I 3.129489 2.615444 -1.337148 -0.08 -0.03 0.21
C 0.545590 0.413288 -2.636668 -0.96 0.58 0.12
C -0.978278 0.903884 -2.569406 -0.35 0.22 -1.49
C -2.078936 -0.228095 -2.313936 -0.67 0.88 -0.56
C -3.501459 0.512319 -2.074825 -0.20 -1.22 -0.98
C -4.602547 -0.468913 -1.418790 0.17 1.07 0.70
C -4.120421 -1.117392 -0.016515 -1.21 -0.64 -0.45
C -4.272755 -2.734304 -0.084002 -0.30 0.50 1.61
O -3.001193 -3.398566 -0.275532 -0.99 -0.12 1.14
C -2.704174 -4.329479 0.792420 0.76 -1.03 -0.20
C 0.160492 1.640999 0.386365 -1.17 0.75 0.33
C 0.228527 1.866544 1.960871 -2.16 0.72 0.73
C -0.307603 0.611959 2.836230 1.79 -0.46 1.25
O 0.321563 0.065771 3.762032 -2.57 1.60 -3.06
O -1.655657 0.212800 2.486412 1.89 0.22 0.03
C 0.481659 -1.485301 0.097824 -0.83 -1.22 0.83
C 0.637642 -2.852201 -0.669397 0.87 -3.48 -0.79
C 1.736276 -3.833237 -0.105308 -1.52 -1.26 -2.58
C 2.044114 -5.208012 -0.725670 -2.85 2.23 -1.55
C 1.211374 -5.722646 -1.956482 -0.16 3.16 1.86
C 1.495295 -7.169755 -2.578094 -1.49 0.27 0.35
C 0.104879 -4.770378 -2.476783 2.15 0.39 2.36
C -0.164032 -3.376669 -1.872493 2.41 -1.64 1.28
H 4.285390 -2.435525 0.510035 1.35 0.54 -0.73
H 6.157819 -2.163501 0.191440 -1.56 0.18 -0.28
H 5.094061 -3.043280 -1.017166 0.01 1.19 1.25
H 5.037858 0.118681 -0.607525 -0.67 -1.22 -0.50
H 5.502366 -0.942208 -2.011263 -1.13 0.27 1.46
H 3.042837 -2.066267 -1.797300 0.06 1.75 0.02
H 1.084365 1.263833 -3.208200 -0.55 -1.74 0.79
H 0.550545 -0.575218 -3.223022 0.27 1.46 0.78
H -1.206855 1.260249 -3.654630 0.25 -0.47 1.66
H -1.151854 1.873230 -1.962846 0.37 -1.80 -0.55
H -1.834334 -0.994735 -1.514660 -0.21 1.20 -0.75
H -2.198748 -0.816120 -3.303179 0.31 0.73 1.57
H -3.386985 1.505273 -1.519860 -0.15 -1.56 -0.48
H -3.889075 0.773086 -3.126838 0.53 -0.09 1.63
H -5.528286 0.175555 -1.179227 1.28 -0.99 -0.55
H -4.953993 -1.297070 -2.134526 0.78 1.27 0.92
H -4.862759 -0.766599 0.792911 1.23 -0.47 -1.12
H -3.072319 -0.786737 0.299885 -1.41 -0.62 -0.56
H -5.061892 -3.036895 -0.859933 1.33 0.40 0.82
H -4.690131 -3.083276 0.939350 0.52 0.53 -1.55
H -2.888677 -3.920462 1.844267 0.14 -0.20 -1.38
H -3.281114 -5.323771 0.696696 0.62 1.54 0.06
H -1.598477 -4.598402 0.690881 -1.47 0.47 0.12
H -0.908248 1.244572 0.166310 1.60 0.50 0.31
H 0.201983 2.669986 -0.133584 -0.05 -1.43 0.91
H -0.581301 2.675805 2.183431 1.06 -1.20 -0.14
H 1.182829 2.323852 2.378826 -1.08 -1.26 -0.61
H -1.710127 -0.762451 2.390486 0.33 0.66 0.41
H 0.816541 -1.692286 1.188009 -0.36 0.38 -1.75
H -0.610716 -1.118006 0.225961 1.54 -0.76 -0.64
H 2.342785 -3.520323 0.807239 -0.97 -0.35 -1.40
H 2.878213 -5.845943 -0.285150 -1.32 0.94 -0.67
H 1.899513 -7.137076 -3.647668 -0.29 0.06 1.64
H 2.118174 -7.838860 -1.882200 -0.68 1.28 -1.13
H 0.465217 -7.693243 -2.649255 1.59 0.74 0.04
H -0.526191 -5.140914 -3.347428 0.87 0.70 1.27
H -0.967031 -2.726367 -2.337012 1.15 -1.05 0.71
C 6.935114 4.640722 -3.398354 0.11 -0.99 0.17
C 7.276860 3.419806 -2.600517 0.67 -2.35 1.51
N 7.557572 2.456533 -1.971811 -0.86 3.37 -2.12
H 6.083881 5.151794 -2.947770 0.14 -0.10 0.00
H 7.786426 5.318791 -3.418952 -0.15 -0.18 0.01
H 6.680012 4.357252 -4.421286 -0.02 -0.15 0.13
C -4.917967 5.013515 -0.864352 0.07 -0.85 -1.10
C -4.914096 4.127504 -2.074325 0.04 -1.58 -1.94
N -4.911006 3.428364 -3.024194 -0.08 2.24 2.89
H -5.799071 4.806942 -0.256058 0.06 0.02 -0.16
H -4.022127 4.830039 -0.268470 -0.03 -0.04 -0.12
H -4.933913 6.057881 -1.169511 -0.01 -0.28 -0.08
C 8.836289 6.150607 0.575777 -0.40 0.16 -0.77
C 8.197197 6.521570 -0.727396 -1.05 0.61 -2.09
N 7.693149 6.813582 -1.752697 1.71 -0.50 3.50
H 8.353263 6.689594 1.392258 0.00 -0.03 -0.14
H 8.733537 5.077712 0.746547 -0.05 0.09 -0.10
H 9.896158 6.408783 0.555779 -0.12 0.00 -0.08
C -3.170865 1.298778 5.427755 -0.89 -0.20 0.08
C -4.649601 1.099452 5.570291 -2.42 -0.31 0.24
N -5.813484 0.942885 5.682501 3.61 0.50 -0.34
H -2.790064 0.687457 4.607253 -0.06 0.08 0.03
H -2.956093 2.347853 5.218874 -0.07 -0.10 0.01
H -2.666440 1.009309 6.350901 -0.11 0.02 -0.07
C -4.305127 6.701525 2.773061 -0.40 0.20 -0.79
C -4.979692 7.066152 1.485436 -1.15 0.76 -2.04
N -5.510047 7.353131 0.471754 1.59 -0.50 3.58
H -4.780505 7.227326 3.602500 0.00 -0.03 -0.14
H -4.383038 5.626143 2.941140 -0.02 0.10 -0.07
H -3.251093 6.980363 2.731395 -0.12 -0.01 -0.07
C -1.541171 -5.425832 4.653167 -0.01 -0.51 -0.76
C -1.546204 -6.307640 3.441333 0.02 -1.94 -2.55
N -1.546449 -7.013988 2.487852 -0.03 2.60 3.57
H -2.409506 -5.646439 5.276039 0.07 -0.02 -0.11
H -0.633333 -5.597858 5.233204 -0.06 -0.01 -0.12
H -1.576924 -4.378315 4.349803 0.03 -0.12 -0.03
```
Forces are in eV/Å.

=====

3.
C4H12N2 | ωB97M-V with the def2-TZVPD basis set

- Orbital gap: 10.73 eV
- 2S+1: 1
- SMILES: NCCCCN
- Relative energy (zero: lowest compared OMol25 entry of this formula, charge and spin): 53.5 kcal per mole
- HOMO level: -9.69 eV

```
18
Properties=species:S:1:pos:R:3:forces:R:3
N 2.451360 -1.682500 -0.570120 -1.91 -1.29 -0.65
C 0.976299 -1.499937 -0.323600 -0.95 0.28 1.24
C 0.792540 -0.215396 0.508880 2.73 0.50 0.37
C -0.584796 0.272280 0.850312 -1.25 3.54 1.30
C -1.285224 1.075726 -0.319272 -1.43 -1.13 0.90
N -2.344686 2.186585 -0.032772 -0.53 -5.79 -0.78
H 2.499295 -2.516485 -1.198576 0.34 0.88 0.66
H 2.703747 -2.038236 0.347981 0.76 -0.03 -0.17
H 0.590517 -2.223650 0.399377 0.13 -0.78 -0.26
H 0.250629 -1.620461 -1.168370 1.20 0.59 0.12
H 1.645788 0.449475 0.186176 -1.76 0.67 -0.90
H 1.344057 -0.297170 1.462265 -0.56 -1.24 0.29
H -1.287905 -0.500555 1.034897 -0.19 -1.26 0.51
H -0.620844 0.904216 1.887808 0.34 -1.24 -2.59
H -1.776076 0.300581 -0.945854 -0.35 0.29 0.62
H -0.509680 1.272069 -0.987323 1.43 1.73 -1.04
H -3.011003 1.933241 -0.803871 0.41 0.85 1.26
H -1.968163 3.012329 -0.292186 1.59 3.43 -0.88
```
Forces are in eV/Å.